13
Properties=species:S:1:pos:R:3:forces:R:3 method="wB97M-V/def2-TZVPD" e_tot_ev=-18966.0294 orbital_gap_ev=9.94 lumo_energy_ev=0.621 largest_force_ev_per_a=2.95 de_lowest_kcal_mol=23.4
H -0.60782 1.70734 1.88893 0.64 -1.41 0.63
N -0.20854 0.93779 2.50516 -0.52 1.60 -0.48
C -0.48134 -0.22235 2.14434 -0.69 -1.45 -0.72
N -1.25675 -0.71257 1.03437 0.94 -0.06 -0.05
S -1.31868 0.18019 -0.36018 -0.25 1.24 -0.82
C 0.28015 -0.08509 -1.14655 0.78 -0.88 -0.49
N 0.50309 0.84981 -2.11977 2.07 0.40 -2.06
N 0.96005 -1.14827 -0.92545 -0.32 0.37 0.14
H 1.82231 -1.30959 -1.48113 -0.84 0.63 0.42
H -0.21189 -1.11611 2.71077 0.37 0.40 0.38
H -0.94496 -1.62552 0.70752 -0.06 -0.25 0.79
H 0.12131 1.78303 -2.18345 -0.35 -0.37 0.65
H 1.34308 0.76134 -2.77458 -1.76 -0.23 1.61